[1]
21
Properties=species:S:1:pos:R:3:forces:R:3 method="wB97M-V/def2-TZVPD" lumo_energy_ha=-0.299 total_charge=+1 de_lowest_kcal_mol=117.00
C -0.069 -0.292 -2.056 -0.3606 0.8899 -0.2568
H -2.141 -0.007 -1.554 0.4084 -0.3309 0.5592
H -0.862 4.188 5.025 -0.0784 -0.1091 -0.3985
H 1.107 -1.860 -2.873 0.3628 -0.0862 -0.3151
C -1.120 -0.091 -1.130 -0.6884 0.5032 -1.0399
H -0.345 4.553 3.475 -0.0524 -0.1806 0.0900
N -1.144 4.407 4.075 -0.0018 0.4359 0.2328
N 2.022 -1.429 -0.297 -0.3272 -0.6733 -0.5490
H -0.435 -0.017 -3.050 0.1113 -0.2012 0.0030
C -0.932 0.200 0.312 -0.7877 -0.1343 0.7602
H -0.490 -2.412 -2.350 -0.3314 -0.3010 -0.2927
H 0.017 -2.068 -0.009 0.2566 -0.3587 -0.1661
H 1.841 -0.644 0.292 -0.1506 0.4877 0.2803
H -1.800 0.163 0.990 -0.1218 -0.1045 -0.3107
C 0.870 -2.212 -0.711 0.5745 0.5140 0.2171
H -1.793 3.737 3.696 0.1332 -0.1453 0.0793
C 0.363 -1.805 -2.099 0.0140 -0.2102 0.7980
H 2.796 -1.968 0.054 0.0402 -0.1153 0.0173
H 1.163 -3.268 -0.740 -0.2295 0.1757 0.0100
O 0.141 0.519 0.730 0.9089 0.2718 -0.0026
H 0.808 0.305 -1.780 0.3197 -0.3275 0.2844

[2]
21
Properties=species:S:1:pos:R:3:forces:R:3 method="wB97M-V/def2-TZVPD" lumo_energy_ha=-0.108 total_charge=+1 smiles="C=C(N)C[C@H]([NH3+])CO" de_lowest_kcal_mol=89.33
N -1.625 -0.669 -0.105 -2.9388 -0.8946 0.4488
C 0.928 1.097 1.372 1.1015 1.5507 -0.6798
O 1.258 0.165 2.465 -0.0150 1.2694 -2.1067
H -0.084 1.567 1.541 0.6447 -0.9960 -0.4675
H -0.322 -0.996 0.949 2.7572 -0.5747 -1.9851
N 0.816 -1.088 0.516 -3.3083 0.1609 1.1301
C -1.091 0.010 -1.266 -4.4140 -3.4474 -2.3023
C 1.118 0.279 -0.002 -0.3796 -0.4820 1.1290
H -2.052 0.085 0.442 -0.3895 -0.5346 0.2758
H 0.295 1.758 -1.354 -0.9413 -0.0100 0.8128
C 0.169 0.680 -1.153 3.6837 0.5617 -2.5109
H 0.744 -1.873 -0.092 0.1601 -0.4153 -1.1736
H -2.445 -1.429 -0.372 2.7576 2.8235 0.8014
C -1.709 -0.323 -2.453 0.5664 1.0580 4.0598
H 1.603 2.045 1.233 -0.7396 -1.8697 0.8535
H -1.349 0.113 -3.275 1.8406 1.4128 -3.3311
H -2.700 -0.664 -2.645 -0.5651 -0.7932 0.7994
H 0.593 0.383 -2.206 0.1788 0.2061 2.0357
H 1.447 -1.299 1.252 0.7127 -0.2864 0.8832
H 1.204 0.609 3.295 0.0069 0.6507 0.9207
H 2.174 0.222 -0.349 -0.7191 0.6102 0.4067

[3]
21
Properties=species:S:1:pos:R:3:forces:R:3 method="wB97M-V/def2-TZVPD" lumo_energy_ha=-0.300 total_charge=+1 de_lowest_kcal_mol=127.21
H -3.212 1.120 -0.341 0.2228 -0.3657 -0.4258
H -0.854 -2.071 -1.237 -0.2740 -0.3876 0.2223
H 4.441 0.785 -0.169 0.6250 -0.0337 0.2494
H -1.098 1.494 2.562 -0.3757 0.0654 0.0006
C -0.619 -1.048 -0.987 -2.2753 1.2611 -0.8652
C -1.924 0.206 1.160 0.0975 1.4602 -0.2629
N -1.179 1.376 1.559 0.0925 -0.9921 -0.3926
H -1.188 -0.626 1.032 0.0048 -0.8618 0.2334
H -0.237 1.375 1.187 -0.0423 0.2765 -0.2633
H -2.139 -0.224 -2.313 0.2012 -0.5711 0.7959
O 1.068 0.053 0.255 -0.9919 0.0200 -0.8688
H -3.277 -0.655 -0.185 -0.0616 0.0099 -0.3597
C -2.607 0.204 -0.246 -0.5289 0.7474 1.5070
H -1.079 0.940 -1.700 0.2229 0.1055 0.9401
H -2.697 0.072 1.922 0.2370 -0.5559 -0.1780
H 5.356 -0.253 0.878 -0.1815 0.5108 0.2725
H 5.661 -0.287 -0.727 -0.1646 0.4358 -0.1474
N 4.971 -0.063 -0.028 -0.3503 -0.9288 -0.3962
H 1.492 -1.588 -0.747 -0.5313 0.0023 -0.2901
C -1.585 0.025 -1.373 0.7652 -0.2496 -1.2036
C 0.709 -0.836 -0.502 3.3085 0.0512 1.4325

[4]
21
Properties=species:S:1:pos:R:3:forces:R:3 method="wB97M-V/def2-TZVPD" lumo_energy_ha=-0.127 total_charge=+1 de_lowest_kcal_mol=116.42
H 1.623 -0.856 -1.654 1.1551 -0.0377 -0.5326
N 1.907 0.940 -0.842 -0.8835 0.7078 2.1656
H -3.144 -2.314 1.231 0.4353 -0.5716 0.2525
H 1.245 2.026 2.013 0.8523 0.8648 0.1481
H -1.629 -1.558 -1.288 -0.5707 0.1202 1.8475
O -1.865 0.347 1.173 -2.5437 1.6802 1.4944
C 2.481 -0.150 -1.585 0.9600 0.0727 0.2074
H 2.279 1.856 -0.965 -0.0589 0.7704 -0.7303
C 0.874 2.094 0.999 -2.2155 -2.2741 0.7747
H -0.245 2.079 1.253 1.3890 -0.2501 -0.7909
N -2.981 -1.707 0.454 -1.0952 -0.2778 -1.9018
H 2.895 0.269 -2.597 -0.7996 -1.2643 2.0281
H 1.014 -0.239 0.737 1.1900 2.4873 -0.8835
H 1.021 2.923 0.350 0.6414 0.9649 0.1168
C -1.686 -1.539 -0.129 2.1413 0.1575 -0.6785
H -2.850 -0.051 1.213 1.6727 -0.3412 -0.2837
H -3.530 -2.009 -0.343 -0.8345 -0.0411 0.6795
H 3.267 -0.460 -0.815 -0.5195 -0.6004 -2.0161
C 1.293 0.820 0.314 -1.1909 -1.2214 -0.1830
C -1.127 -0.213 0.356 1.4327 -1.3525 -1.7929
H -0.840 -2.257 0.127 -1.1577 0.4064 0.0788

[5]
21
Properties=species:S:1:pos:R:3:forces:R:3 method="wB97M-V/def2-TZVPD" lumo_energy_ha="0.030 / 0.024" total_charge=0 de_lowest_kcal_mol=140.92
H -1.709 -1.997 -1.110 0.0573 0.0124 0.6051
H 0.111 -2.306 1.907 -0.4257 -0.2021 -0.2076
N -0.482 -2.249 1.088 0.3585 0.4478 0.1984
H -1.066 -0.399 -1.380 0.0776 0.1251 0.0346
H -0.847 0.704 1.691 -0.0935 -0.3033 -0.0699
H -1.233 2.895 -0.466 0.0191 -0.0147 0.1099
C -0.596 1.285 0.814 1.2473 0.4681 -0.1312
H -1.370 3.235 1.271 -0.0967 0.0173 -0.0611
H 3.319 0.271 -0.051 -0.2909 -0.0061 0.0887
H -2.522 2.154 0.489 0.0671 0.0965 -0.0199
H 0.832 1.663 -0.698 -0.0192 0.1850 0.0248
H 2.370 0.129 -1.553 0.0292 0.0193 -0.0001
N -0.014 -1.416 0.128 0.8830 -2.8202 -2.2848
N 1.274 -0.123 0.264 0.2226 0.6908 2.0963
C -0.779 -1.414 -1.100 0.1646 0.2848 -0.3042
C 2.486 -0.257 -0.530 -0.7142 -0.6377 -0.2899
H -0.180 -1.838 -1.919 0.0383 0.1639 0.1170
H 2.775 -1.312 -0.595 -0.1521 0.1210 0.0485
C 0.568 1.022 0.150 -1.4359 0.5947 -0.5387
C -1.469 2.456 0.507 -0.0738 0.1050 0.0176
H -1.467 -2.502 1.093 0.1372 0.6522 0.5666

[6]
21
Properties=species:S:1:pos:R:3:forces:R:3 method="wB97M-V/def2-TZVPD" lumo_energy_ha=0.035 total_charge=0 de_lowest_kcal_mol=69.67
N -0.275 1.494 0.567 -0.2482 -0.2344 -0.4061
H -0.929 2.168 0.938 0.5633 0.1121 0.0482
H 1.935 -0.271 0.724 -0.3838 0.0098 0.2598
C 1.410 -0.871 -0.023 0.6445 -0.3084 -0.3496
H 0.715 1.695 0.553 -0.3094 0.3372 0.2853
H -0.140 -1.465 2.735 -0.1179 -0.0522 -0.2217
H 0.670 0.372 -2.605 0.0170 0.0119 -0.0481
H -0.902 0.324 -3.390 -0.0264 -0.1781 0.0965
H -0.662 1.313 -1.941 -0.0153 -0.1025 -0.0821
H 1.822 -0.530 -0.977 -0.2623 0.1285 -0.1303
N 0.292 0.412 3.355 0.3994 0.0173 0.6661
N -0.034 -0.867 0.072 -1.7197 -0.3613 -5.0927
C -0.628 0.141 0.788 0.4522 -0.4042 4.8021
H -1.867 -0.840 -1.351 0.1627 -0.0246 0.2969
H 0.311 1.388 3.040 -0.1844 -0.1345 -0.2917
H 1.762 -1.896 0.094 0.0961 -0.0589 0.0551
H -0.458 -1.763 -1.933 -0.1254 0.0632 -0.1509
H -1.715 0.034 0.818 0.1685 0.0300 -0.1107
C -0.404 0.366 -2.417 0.2022 0.1862 0.3248
C -0.110 -0.400 2.497 -1.0763 1.6075 -2.4608
C -0.795 -0.804 -1.543 1.7631 -0.6446 2.5099

[7]
21
Properties=species:S:1:pos:R:3:forces:R:3 method="wB97M-V/def2-TZVPD" lumo_energy_ha=0.036 total_charge=0 smiles="[H]/N=C(/C)[C@H](C)CNN" de_lowest_kcal_mol=58.11
H -1.483 -0.907 -1.037 0.0680 0.1976 -0.0439
H 3.059 -1.161 0.847 -0.6058 -0.0508 0.4144
H 0.784 -1.017 -1.978 -0.5255 0.2473 -0.2794
H -0.578 2.417 -1.165 -0.0616 -0.0579 0.1568
H 0.226 2.181 0.412 -0.1070 0.1875 -0.0998
C 0.269 1.954 -0.655 0.6106 -0.2389 0.2333
H 1.156 0.144 1.522 -0.1596 -0.4497 -0.6726
H 1.183 2.382 -1.078 -0.1275 -0.1521 0.0763
H -0.888 -1.555 1.599 -0.0428 -0.0843 -0.0925
N 1.052 -0.789 1.126 -0.7073 -1.7430 -0.2213
H -2.426 1.247 -0.194 0.0000 -0.1005 0.1583
H 2.194 -1.250 -0.507 -0.1712 0.3816 0.2136
H -1.576 1.033 1.345 0.0244 -0.0364 -0.0699
H -2.836 -0.101 0.881 0.1390 0.0089 -0.1269
N 0.880 0.003 -1.911 0.3448 0.1196 1.8488
C -2.008 0.503 0.491 -0.0176 0.1287 -0.0341
H -0.121 -2.338 0.210 0.3033 0.3501 0.1935
N 2.147 -1.461 0.496 0.2471 0.2064 -0.1431
C -0.300 -1.372 0.695 1.7142 1.0827 1.2689
C 0.249 0.461 -0.877 -2.2871 -0.6632 -2.2127
C -0.984 -0.374 -0.220 1.3617 0.6663 -0.5680

[8]
21
Properties=species:S:1:pos:R:3:forces:R:3 method="wB97M-V/def2-TZVPD" lumo_energy_ha="0.027 / 0.027" total_charge=0 de_lowest_kcal_mol=127.66
H -3.184 0.295 1.078 0.3741 0.0913 -0.4257
H 1.548 0.642 1.679 0.0524 0.0214 -0.3663
H 2.988 -0.788 -0.352 -0.3837 -0.0704 0.1595
H 1.320 -1.081 1.916 -0.0969 -0.0215 0.0116
H 3.017 1.029 -0.371 0.2511 -0.0168 -0.1612
N 0.290 1.911 -0.431 -0.2641 0.6299 0.2516
H -2.244 -1.372 -1.596 0.0063 -0.0266 0.0386
C 0.846 -0.181 1.523 -0.0635 0.1137 0.1570
H 0.069 2.113 0.536 0.0201 -0.1344 -0.1441
C 0.540 0.599 -0.736 4.1176 -0.1399 -1.3128
N -2.173 0.447 0.917 0.6571 -0.6232 0.0128
C -2.259 -1.560 -0.520 0.3639 -0.2833 -0.0086
C 2.634 0.120 -0.826 -1.6683 1.3685 -0.4718
H -0.031 0.056 2.130 -0.0057 -0.0615 -0.0605
H -1.695 -2.478 -0.341 -0.0227 0.0708 -0.0837
H -3.298 -1.718 -0.194 0.2162 0.2082 -0.0766
C -1.610 -0.426 0.209 0.7067 0.1555 1.0186
N 0.492 -0.428 0.123 -4.4750 -1.3080 1.2622
H 0.344 0.347 -1.775 -0.1953 -0.0269 0.1616
H -0.335 2.393 -1.061 0.1482 -0.0664 0.0368
H 2.739 0.080 -1.906 0.2615 0.1197 0.0009